No. 1
DFT (ωB97M-V with the def2-TZVPD basis set) results for a single C7H10O molecule.

## Properties
SMILES = CC1=CCO[C@H]2C[C@H]12
Total charge = 0

```
18
Properties=species:S:1:pos:R:3:mulliken_charge:R:1
C 1.378 0.192 0.532 -0.752
H -2.728 1.042 -1.339 0.216
H 0.350 0.664 2.639 0.250
O -0.676 1.599 1.228 -0.391
C -1.228 0.599 0.392 -0.269
C 1.397 -1.572 -0.999 -0.986
C 0.664 -0.489 -0.471 0.560
H 2.163 -1.704 -0.208 0.273
H 1.646 -1.524 -2.072 0.267
H -0.565 1.207 -1.544 0.271
H 0.886 -2.580 -0.870 0.248
C 0.612 1.188 1.569 -0.253
H -2.567 -0.817 -0.613 0.293
H 2.070 -0.478 1.063 0.175
H 0.889 2.436 1.490 0.225
C -2.141 0.171 -0.721 -0.597
H -1.429 -0.297 0.858 0.474
C -0.720 0.363 -0.935 -0.003
```



No. 2
DFT (ωB97M-V with the def2-TZVPD basis set) results for 5 unconnected molecules or ions with the total composition C17H23BCl8NO7PS.

## Properties
SMILES = CCNc1cc2c(cc1B(O)O)C(=O)C(S)=C(CP(=O)(O)O)C2=O.ClCCl.ClCCl.ClCCl.ClCCl
Total charge = 0

```
59
Properties=species:S:1:pos:R:3:mulliken_charge:R:1
H 3.782 -0.711 1.739 0.353
H 6.130 2.384 -2.885 0.292
H 1.239 2.334 -1.780 0.220
C 2.894 1.097 1.019 0.530
O -3.168 -4.507 0.449 -0.752
H -4.310 -2.801 2.240 0.568
C 0.652 1.959 1.317 -0.032
C -3.495 1.046 0.676 -0.555
C 0.421 -0.460 -7.785 -0.104
H 0.547 0.505 2.898 0.464
Cl -1.609 -3.766 6.178 -0.170
C -0.013 1.019 2.126 -0.762
H -2.858 -2.670 3.252 0.238
Cl -1.057 1.130 -2.157 0.011
O -1.898 -0.424 3.868 -0.555
Cl 4.586 3.011 -1.229 -0.061
H -0.822 -4.100 3.988 -0.349
Cl 0.896 -2.842 4.973 -0.142
C -0.068 2.622 0.331 0.264
H 6.890 2.550 -1.286 0.294
H -1.985 2.864 -0.674 0.722
O -1.743 -2.484 -0.078 -0.341
H 0.096 -5.042 5.178 0.339
H -1.390 -0.573 -3.759 0.245
Cl 0.970 -1.598 -6.548 -0.152
C -1.678 0.469 -3.684 -0.331
H 1.233 5.460 -0.932 0.312
C 6.025 2.182 -1.826 -0.349
N 2.044 2.222 1.503 -0.164
H 2.802 0.099 2.976 0.326
Cl -1.033 1.335 -5.084 -0.175
C -1.345 0.767 1.888 0.442
H 2.266 2.340 2.484 0.441
S -4.994 -1.153 -0.119 -0.214
B 0.680 3.700 -0.581 0.932
H 3.725 1.558 0.478 -0.390
O 1.373 3.285 -1.698 -0.519
H -5.534 -2.144 0.611 0.162
C -0.362 -4.084 4.965 0.354
O 0.637 5.032 -0.301 -0.570
H -1.506 -3.002 -0.859 0.297
C -1.429 2.357 0.096 -1.616
O -1.024 -4.071 1.804 -0.534
C 3.502 0.260 2.156 -1.289
C -3.274 -2.483 2.258 -1.430
C -2.092 -0.249 2.693 -0.421
Cl 5.915 0.431 -1.590 -0.162
C -3.113 -1.022 1.909 -0.015
P -2.319 -3.471 1.051 0.989
C -3.800 -0.412 0.933 1.314
H -0.388 -4.292 1.108 0.305
H 0.285 0.510 -7.326 0.112
C -2.067 1.408 0.881 1.142
H 4.437 0.696 2.508 0.368
H 2.372 0.470 0.295 0.244
O -4.340 1.825 0.330 -0.552
Cl 1.592 -0.309 -9.100 -0.161
H -2.758 0.561 -3.684 0.297
H -0.517 -0.818 -8.193 0.292
```



No. 3
DFT (ωB97M-V with the def2-TZVPD basis set) results for a single C2H2Cl3NS2 molecule.

## Properties
SMILES = S=C(NS)C(Cl)(Cl)Cl
Total charge = 0

```
10
Properties=species:S:1:pos:R:3:mulliken_charge:R:1
H 2.808 0.227 0.984 0.145
C 0.054 0.537 -0.121 0.215
S 2.604 -0.391 -0.196 -0.105
Cl -1.678 -1.009 -1.543 -0.124
N 0.910 -0.512 -0.091 -0.303
H 0.557 -1.435 0.025 0.242
Cl -1.710 -0.917 1.363 -0.129
C -1.435 0.048 -0.114 0.416
Cl -2.591 1.354 -0.174 -0.104
S 0.482 2.097 -0.133 -0.251
```



HOMO level (computed, eV): -8.610 -9.166 -8.968
E_tot (computed, eV): -9460.9838 -154809.2296 -62833.5162
Max |F| (computed, eV/Å): 6.1 1.9 0.8